(1)
A cluster of 2 separate species, Br5HSi2 in total in a non-equilibrium geometry, computed with ωB97M-V with the def2-TZVPD basis set.

```
8
Br5HSi2, DFT ωB97M-V with the def2-TZVPD basis set
Si 0.61385 -0.65963 -0.78075
Si -1.54640 0.01226 -3.99754
Br 2.14557 0.57400 -1.67591
Br 1.22337 -2.67359 -0.98470
Br -0.25617 -1.07784 -5.59883
Br -3.76355 -0.56569 -4.14993
Br -1.23411 2.16992 -4.64065
H 0.63192 -0.08306 0.54413
```

Values from the calculation:
Energy ... -13449.774593 Eh

Results of the Löwdin charge analysis, in e, for atoms 1 through 5: atom 1 (Si): -0.356, atom 2 (Si): -0.525, atom 3 (Br): 0.242, atom 4 (Br): 0.309, atom 5 (Br): 0.130

=====

(2)
A structure of composition C4H7NOP2S in a non-equilibrium geometry, computed with ωB97M-V with the def2-TZVPD basis set.

```
16
C4H7NOP2S, DFT ωB97M-V with the def2-TZVPD basis set
C 0.65321 0.86843 0.67731
C -0.77187 0.29966 -1.13071
C -1.43177 -0.85284 -0.39326
C 1.65181 1.76385 1.29065
N -0.01336 1.22759 -0.35163
O 1.39922 -1.47937 -1.06693
P 0.52659 -2.18382 -0.08646
P -1.59520 -2.30992 -1.22438
S 0.49280 -0.66970 1.50545
H -0.00546 -0.05220 -1.88609
H -1.72903 0.78183 -1.63421
H -2.13407 -0.53455 0.42469
H 1.71393 2.60143 0.69429
H 2.62534 1.22683 1.33647
H 1.38082 2.09491 2.31874
H -2.76295 -2.78212 -0.47393
```

Values from the calculation:
Energy ... -1367.433159 Eh

Results of the Löwdin charge analysis, in e, for atoms 1 through 5: atom 1 (C): -0.739, atom 2 (C): -0.360, atom 3 (C): -0.690, atom 4 (C): -0.105, atom 5 (N): 0.024

=====

(3)
A cluster of 2 separate species, C4H13NO2 in total in a non-equilibrium geometry, computed with ωB97M-V with the def2-TZVPD basis set.

```
20
C4H13NO2, DFT ωB97M-V with the def2-TZVPD basis set
C 0.84692 1.52138 2.07487
C 0.79771 0.07363 1.60613
N 0.26249 -0.14367 0.26902
C -1.15376 0.09886 0.11753
C -1.63924 -0.37652 -1.25179
O -3.06890 -0.25837 -1.27517
H 1.23491 2.19662 1.31486
H -0.14938 1.88127 2.29527
H 1.48080 1.60099 2.96293
H 1.68672 -0.52697 1.72642
H 0.08811 -0.43004 2.27101
H 0.81812 0.42850 -0.37256
H -1.64366 -0.48607 0.89633
H -1.51395 1.13845 0.24011
H -1.34573 -1.42771 -1.32955
H -1.20520 0.24174 -2.03755
H -3.35864 -1.02248 -1.78273
H 3.30398 -1.64498 -1.76300
H 3.77928 -0.19720 -1.76919
O 3.34995 -0.86126 -1.20139
```

Values from the calculation:
Energy ... -365.405048 Eh

Results of the Löwdin charge analysis, in e, for atoms 1 through 5: atom 1 (C): -0.096, atom 2 (C): -0.294, atom 3 (N): -0.091, atom 4 (C): -0.248, atom 5 (C): -0.252

=====

(4)
A cluster of 2 separate species, C3H8N2O2 in total, computed with ωB97M-V with the def2-TZVPD basis set.

```
15
C3H8N2O2, DFT ωB97M-V with the def2-TZVPD basis set
C -0.01637 -1.04118 -0.24974
C -0.32894 -1.50607 -1.47174
N 0.72392 -1.41306 -2.50311
N -0.76099 -0.96759 0.84649
H 0.98382 -0.64718 -0.07317
H -1.26422 -1.91689 -1.79919
H 0.41441 -0.89282 -3.32140
H 1.50050 -0.88827 -2.10020
H 1.06079 -2.31383 -2.83782
H -1.76013 -1.02441 0.73438
H -0.40944 -0.14568 1.39706
O 0.75887 1.00133 1.89508
C 0.24020 2.01045 1.33480
O -0.70909 2.02311 0.54067
H 0.68954 2.99624 1.59539
```

Values from the calculation:
Energy ... -379.026087 Eh

Results of the Löwdin charge analysis, in e, for atoms 1 through 5: atom 1 (C): -0.225, atom 2 (C): -0.122, atom 3 (N): 0.151, atom 4 (N): 0.104, atom 5 (H): 0.128

=====

(5)
A cluster of 8 separate species, C39H72I3NO21S8 in total in a non-equilibrium geometry, computed with ωB97M-V with the def2-TZVPD basis set.

```
144
C39H72I3NO21S8, DFT ωB97M-V with the def2-TZVPD basis set
C -2.46136 1.88490 -0.15208
C -1.73876 0.67351 -0.60836
I -0.14344 0.16968 0.66883
C -1.99489 -0.05348 -1.67725
I -3.54882 0.47200 -2.97868
C -1.23776 -1.23887 -2.09789
C -0.42111 -1.15053 -3.21704
C 0.30872 -2.23925 -3.63970
C 0.20990 -3.42257 -2.93701
C -0.58532 -3.51753 -1.80644
C -1.32333 -2.42262 -1.40052
N -0.63518 -4.73352 -1.07617
C 0.62080 -5.31755 -0.81343
C 0.96191 -5.76724 0.44496
C 2.19002 -6.33730 0.70187
C 2.59863 -6.79836 2.06979
C 2.90416 -5.58568 2.98066
C 2.08368 -5.51704 4.24821
I 0.24181 -4.44427 4.16093
C 3.08343 -6.48232 -0.34789
C 2.76915 -6.02362 -1.61596
C 1.54089 -5.45026 -1.84278
S 1.09139 -4.85820 -3.43373
H -1.74431 2.61340 0.19383
H -3.02782 2.33289 -0.94971
H -3.13419 1.66426 0.66471
H -0.36265 -0.21294 -3.73605
H 0.94765 -2.19464 -4.49948
H -1.94356 -2.51234 -0.52737
H -1.09701 -4.53877 -0.19958
H 0.23367 -5.66783 1.23050
H 3.51223 -7.35291 1.94135
H 1.82808 -7.42452 2.49600
H 2.83179 -4.68715 2.38961
H 3.92942 -5.63317 3.32247
H 2.65088 -4.97327 4.98414
H 1.90782 -6.49220 4.66610
H 4.04319 -6.94012 -0.20079
H 3.46877 -6.12718 -2.42143
O 0.62959 3.45908 -5.89983
S 0.00389 3.59922 -7.17698
O -0.54943 4.85935 -7.57377
O -1.09008 2.46932 -7.35013
C -2.10987 2.35460 -6.32656
C -3.15191 3.45164 -6.40742
C 1.09688 3.04455 -8.43747
H -1.63725 2.32541 -5.34431
H -2.57354 1.38579 -6.49629
H -2.72231 4.42704 -6.18631
H -3.94627 3.25822 -5.68640
H -3.58053 3.49994 -7.40814
H 1.49979 2.07679 -8.15413
H 1.89194 3.78265 -8.51162
H 0.54942 2.98532 -9.37375
O -5.93906 2.72483 -0.01265
S -7.31140 2.93527 0.33912
O -8.10316 3.85082 -0.42171
O -7.38534 3.31743 1.87642
C -6.57431 4.42561 2.33400
C -7.12109 5.77529 1.92151
C -8.15217 1.39809 0.43592
H -5.54858 4.28482 1.98941
H -6.57048 4.33950 3.41832
H -7.08717 5.90866 0.84150
H -6.53364 6.56786 2.38452
H -8.15975 5.87848 2.23263
H -7.56402 0.70797 1.03002
H -8.25610 1.03514 -0.58404
H -9.13028 1.56439 0.87804
O -3.71585 -3.90126 8.13860
S -3.83922 -2.47885 8.06457
O -4.67066 -1.89086 7.06164
O -2.39132 -1.84463 7.98257
C -1.51952 -2.31307 6.92623
C -1.87189 -1.75291 5.56168
C -4.28286 -1.82759 9.63560
H -1.51262 -3.40359 6.92651
H -0.52669 -1.97946 7.21914
H -2.83959 -2.10958 5.21166
H -1.10704 -2.07034 4.85424
H -1.91358 -0.66419 5.58758
H -3.63268 -2.25705 10.39188
H -5.31694 -2.11257 9.81379
H -4.19113 -0.74562 9.60277
O 5.53314 -8.28744 3.52334
S 6.90690 -7.88638 3.54937
O 7.39744 -6.95120 2.58647
O 7.82361 -9.17681 3.56072
C 7.63701 -10.14819 2.50245
C 8.20199 -9.69125 1.17313
C 7.31368 -7.31109 5.16041
H 6.57768 -10.39629 2.42573
H 8.15806 -11.03680 2.85027
H 7.65932 -8.83250 0.78236
H 8.13065 -10.49989 0.44603
H 9.24613 -9.39974 1.28085
H 6.96298 -8.03203 5.89297
H 6.80869 -6.35690 5.29062
H 8.38986 -7.17799 5.22191
O 1.85036 7.37496 -3.76748
S 1.54488 8.69337 -4.22816
O 0.41292 9.38967 -3.70052
O 1.47426 8.68356 -5.80961
C 0.58441 7.73298 -6.45149
C -0.87160 8.13169 -6.33156
C 2.96505 9.72111 -4.08124
H 0.75441 6.73606 -6.04657
H 0.87599 7.71910 -7.49866
H -1.20881 8.09994 -5.29700
H -1.48426 7.44486 -6.91435
H -1.02213 9.14866 -6.69415
H 3.82107 9.20305 -4.50309
H 3.11343 9.90294 -3.01963
H 2.77433 10.65602 -4.60008
O -6.76437 7.21190 5.45259
S -6.68359 8.49039 6.09086
O -7.28674 9.63051 5.47710
O -5.16190 8.80104 6.41000
C -4.21595 8.73265 5.31669
C -4.31624 9.91186 4.37081
C -7.24165 8.36833 7.75312
H -4.34180 7.78463 4.79194
H -3.24083 8.71473 5.79748
H -5.26647 9.91834 3.84022
H -3.51408 9.86215 3.63462
H -4.23906 10.84985 4.91939
H -6.76391 7.51524 8.22565
H -8.31929 8.22969 7.71293
H -7.00009 9.29254 8.26990
O 5.73396 -5.93902 -4.56711
S 5.81857 -4.53099 -4.81257
O 5.41784 -4.00371 -6.07910
O 7.29921 -4.05206 -4.49118
C 8.38572 -4.73905 -5.15027
C 8.52429 -4.36516 -6.61234
C 5.00856 -3.65204 -3.52980
H 8.26185 -5.81518 -5.02123
H 9.27484 -4.44198 -4.59870
H 7.66666 -4.70043 -7.19221
H 9.42006 -4.82745 -7.02753
H 8.59594 -3.28393 -6.72534
H 5.33759 -4.04117 -2.57020
H 3.93983 -3.81566 -3.65927
H 5.23896 -2.59436 -3.62248
```

Values from the calculation:
Energy ... -7242.551731 Eh

Results of the Löwdin charge analysis, in e, for atoms 1 through 5: atom 1 (C): -0.208, atom 2 (C): -0.790, atom 3 (I): 0.915, atom 4 (C): -0.738, atom 5 (I): 0.976

=====

(6)
A cluster of 2 separate species, C7H16N in total in a non-equilibrium geometry, computed with ωB97M-V with the def2-TZVPD basis set.

```
24
C7H16N, DFT ωB97M-V with the def2-TZVPD basis set
C 1.68059 -2.09383 -0.68340
C 0.64477 -1.05819 -1.20535
C 0.40954 0.06858 -0.21877
C 0.06613 -0.45447 1.17864
C -0.60759 0.66301 2.04197
C -1.89610 1.10397 1.36731
C -2.12600 2.13886 0.54817
N 1.12898 -0.60110 -2.51489
H 1.80519 -2.81808 -1.49398
H 2.65259 -1.65091 -0.46008
H 1.33800 -2.61698 0.21593
H -0.33748 -1.50981 -1.34887
H -0.54602 0.56407 -0.61815
H 1.18321 0.83029 -0.17263
H 1.00211 -0.69054 1.69732
H -0.50835 -1.38785 1.16110
H 0.10039 1.49195 1.92240
H -0.70243 0.46241 3.10012
H -2.78576 0.67512 1.82817
H -3.11721 2.56171 0.37374
H -1.28219 2.79277 0.32841
H 1.78415 0.16118 -2.27996
H -0.24986 1.16578 -2.09480
H 0.36333 0.20206 -2.67239
```

Values from the calculation:
Net charge ... +1
Energy ... -330.568391 Eh

Results of the Löwdin charge analysis, in e, for atoms 1 through 5: atom 1 (C): -0.008, atom 2 (C): -0.442, atom 3 (C): -0.195, atom 4 (C): -0.172, atom 5 (C): -0.159